Formula: C3H3MgO4Rb
Source: the Open Molecules 2025 dataset
Level of theory: ωB97M-V with the def2-TZVPD basis set

## Properties
* charge: +1
* energy relative to the best compared isomer or geometry (same formula, charge and spin): 36.6 kcal per mole
* DFT total energy: -640.94927 Ha
* <S²>: 0.754
* E_LUMO (alpha / beta): -4.930 / -5.022 eV
* multiplicity: 2

CARTESIAN COORDINATES (ANGSTROEM)
1 O -4.043745 -1.181159 0.752716
2 O -2.161119 -0.669563 -0.781644
3 C -0.936687 -0.482997 -0.334003
4 C -3.131541 0.464593 -0.665464
5 O -0.289152 -1.475326 0.030665
6 O -0.505982 0.711764 -0.083119
7 C -4.221774 0.089537 0.361754
8 H -3.591736 0.517998 -1.663693
9 H -5.192687 0.271327 -0.137051
10 H -4.090640 0.846343 1.184711
11 Rb 3.337602 -0.395980 0.146983
12 Mg -1.863449 2.121935 -0.159663

Forces on atoms 1 to 6 (eV/Å):
O -0.229 -0.468 0.127
O -1.428 1.406 -0.537
C 1.511 -2.019 2.758
C 0.449 -0.538 -1.649
O -0.091 0.856 -1.310
O 0.182 2.129 -0.394

Taken from the Löwdin analysis, the atomic charges in e are: 0.080 -0.016 -0.774 -0.232 0.031 -0.190 -0.363 0.084 0.130 0.094 0.947 1.209

***

Formula: C28H61AlBrCl2F7KN5O9PS3Si
Source: the Open Molecules 2025 dataset
Level of theory: ωB97M-V with the def2-TZVPD basis set

## Properties
* charge: +1
* DFT total energy: -8914.92635 Ha
* E_LUMO: -7.404 eV

CARTESIAN COORDINATES (ANGSTROEM)
1 C -4.178558 -0.982746 -5.311083
2 C -3.890725 0.309789 -4.548974
3 C -2.456595 0.845888 -4.688346
4 O -1.699722 0.936608 -3.476251
5 C -0.864227 -0.096242 -2.984424
6 N -0.225012 -0.968237 -3.971455
7 C -0.749708 -2.009049 -4.664882
8 C -0.477928 -2.120832 -6.119680
9 O -1.359575 -2.986934 -4.117844
10 C 1.039381 -0.422104 -4.538016
11 C 1.164075 0.864741 -5.234351
12 O 1.954838 -1.123102 -4.432535
13 C -1.729207 -0.913025 -2.009639
14 N -1.962355 -0.374945 -0.621668
15 C -3.430379 -0.386257 -0.299924
16 C -4.017305 -1.770350 -0.115061
17 C -5.529304 -1.572484 0.032320
18 S -6.369549 -1.495608 -1.567377
19 C -1.239154 0.938177 -0.317673
20 C -2.032662 2.182096 -0.644143
21 C -2.655277 2.958910 0.521913
22 C -1.956748 4.253327 0.924785
23 F -2.840012 2.140727 1.654212
24 C 0.154120 0.812917 -0.902427
25 P 1.094855 2.339604 -0.419824
26 S 1.159762 3.732767 -1.821530
27 Si 1.232427 -0.561385 -0.029874
28 C 1.255494 -0.341949 1.817241
29 C 0.591882 -2.312311 -0.405240
30 C 2.972364 -0.487899 -0.676364
31 N 0.241473 0.549710 -2.334265
32 H -5.229594 -1.036988 -5.587058
33 H -3.928939 -1.890074 -4.761609
34 H -3.641109 -0.959823 -6.259162
35 H -4.553204 1.056352 -4.984460
36 H -4.183590 0.233153 -3.502142
37 H -2.538323 1.878209 -5.038016
38 H -1.939311 0.314519 -5.486981
39 H -0.336758 -1.164021 -6.609811
40 H 0.469632 -2.659578 -6.215105
41 H -1.234345 -2.745928 -6.581875
42 H 2.206941 1.287180 -5.147138
43 H 0.447260 1.769759 -4.767662
44 H 0.872213 0.755494 -6.279242
45 H -2.708897 -0.968701 -2.485240
46 H -1.370493 -1.936062 -1.878151
47 H -1.591834 -1.055402 0.046846
48 H -3.974849 0.136201 -1.082705
49 H -3.580573 0.140342 0.639422
50 H -3.631567 -2.223594 0.799541
51 H -3.885783 -2.442041 -0.975619
52 H -5.773196 -0.658957 0.572446
53 H -5.973045 -2.386694 0.599342
54 H -6.020643 -2.716048 -1.970260
55 H -1.066060 0.906550 0.757743
56 H -2.840854 1.962073 -1.338926
57 H -1.418545 2.888732 -1.200526
58 H -3.646720 3.261584 0.186744
59 H -1.381950 4.170541 1.834734
60 H -1.321006 4.582110 0.109265
61 H -2.696595 5.034014 1.079128
62 H 0.304994 2.747591 0.665781
63 H 2.695960 2.094789 0.303292
64 H 1.130976 -1.301677 2.322690
65 H 2.205138 0.052332 2.165573
66 H 0.462653 0.276826 2.225962
67 H -0.334206 -2.605769 0.101190
68 H 0.451898 -2.458941 -1.479544
69 H 1.356354 -3.029058 -0.110609
70 H 3.222907 -1.377145 -1.250200
71 H 3.655468 -0.342504 0.155518
72 H 3.098095 0.343809 -1.373991
73 H 0.367336 1.457173 -2.794218
74 Br -0.137169 3.317739 -5.410039
75 C 6.285542 -3.703309 4.620394
76 C 5.974552 -2.235012 4.820756
77 C 4.557849 -1.820315 4.428771
78 O 4.492304 -1.776556 2.993996
79 C 3.846750 -2.884199 2.401666
80 N 6.875092 -1.417776 3.921026
81 H 6.281279 -3.977094 3.560326
82 H 7.265354 -3.957163 5.028612
83 H 5.542240 -4.292646 5.150144
84 H 6.201220 -1.956948 5.847906
85 H 4.350029 -0.810567 4.780227
86 H 3.805750 -2.459427 4.873827
87 H 3.068526 -3.270734 3.060095
88 H 4.552807 -3.683652 2.151750
89 H 3.384807 -2.537683 1.473000
90 H 7.832263 -1.761529 3.907264
91 H 6.869884 -0.434437 4.187630
92 H 6.455874 -1.478962 2.982018
93 C 4.510308 -3.751608 9.584612
94 F 5.272141 -3.434604 10.636211
95 F 4.495544 -5.085567 9.470611
96 F 3.262561 -3.345236 9.838017
97 S 5.152291 -2.972578 8.054463
98 O 6.491469 -3.514700 7.917721
99 O 5.100153 -1.556469 8.341459
100 O 4.218383 -3.425641 7.038394
101 K 0.439614 2.891833 2.545517
102 F 3.519580 1.214572 -4.459981
103 Al -2.693401 -3.148076 -2.663904
104 F 2.020626 -0.935489 4.211070
105 C -4.519866 1.074873 4.411277
106 N -3.889820 0.728123 5.716430
107 O -2.966453 1.411936 6.097901
108 O -4.362848 -0.216820 6.300195
109 H -4.007801 1.935455 4.000193
110 H -4.419981 0.205383 3.768694
111 H -5.565545 1.291460 4.604566
112 F 3.329980 2.272594 0.997187
113 Cl -2.601929 5.728920 -6.029066
114 C -2.588532 7.234076 -5.070138
115 C -1.873269 7.056161 -3.765383
116 Cl -2.797457 5.975491 -2.683974
117 H -3.619917 7.535679 -4.912811
118 H -2.091587 7.990594 -5.673043
119 H -1.781894 8.015150 -3.260628
120 H -0.879812 6.634625 -3.897548

Forces on atoms 1 to 6 (eV/Å):
C -0.061 0.319 -0.146
C -0.102 -0.103 -0.230
C -0.786 0.357 -0.201
O 0.380 -0.412 -0.514
C 0.362 0.387 1.403
N -1.603 0.408 -1.030

Atom charges from the Löwdin analysis, given in e for atoms 1 to 99: -0.081 -0.196 -0.182 -0.062 -0.407 0.151 -0.359 0.057 -0.093 -0.452 -0.037 0.246 -0.088 0.028 -0.130 -0.271 -0.532 0.761 -0.259 -0.104 -0.323 -0.035 -0.042 -0.590 0.462 0.252 0.534 -0.202 -0.143 -0.151 0.061 0.088 0.018 0.084 0.119 0.082 0.085 0.110 0.092 0.129 0.115 0.048 -0.136 0.097 0.071 0.008 0.153 0.118 0.136 0.139 -0.070 0.082 0.085 -0.140 0.118 0.117 0.075 0.147 0.013 0.067 0.098 -0.170 -0.136 0.040 0.037 -0.015 0.035 0.023 0.054 0.045 0.040 0.036 0.051 0.457 -0.037 -0.305 -0.181 -0.221 -0.096 0.212 0.075 0.090 0.088 0.121 0.125 0.106 0.101 0.079 0.059 0.166 0.172 0.151 -0.685 0.121 0.117 0.122 0.443 -0.329 -0.320

***

Formula: C9H13N5
Source: the Open Molecules 2025 dataset
Level of theory: ωB97M-V with the def2-TZVPD basis set

## Properties
* energy relative to the best compared isomer or geometry (same formula, charge and spin): 28.1 kcal per mole
* DFT total energy: -624.47421 Ha
* SMILES string: Cc1nnc2nc(C(C)(C)C)cnn12
* E_LUMO: -0.552 eV

CARTESIAN COORDINATES (ANGSTROEM)
1 C 1.114169 3.588685 -2.946515
2 C 0.215885 2.452521 -2.609282
3 N -0.780498 2.113536 -3.398129
4 N -1.364962 0.991645 -2.864344
5 C -0.749448 0.677773 -1.741893
6 N -0.965763 -0.312557 -0.755887
7 C -0.197880 -0.357518 0.314817
8 C -0.340771 -1.459218 1.404000
9 C 1.021802 -2.196965 1.685663
10 C -0.916762 -0.950536 2.734869
11 C -1.345681 -2.503846 0.890558
12 C 0.973060 0.606693 0.389355
13 N 1.229060 1.532226 -0.531377
14 N 0.298733 1.584751 -1.558779
15 H 0.685047 4.507735 -2.521600
16 H 1.208968 3.679434 -4.032299
17 H 2.124675 3.443815 -2.515394
18 H 1.785152 -1.560934 2.200547
19 H 1.494564 -2.533839 0.761642
20 H 0.817827 -3.025167 2.390883
21 H -1.825575 -0.368392 2.578175
22 H -1.196788 -1.814579 3.368227
23 H -0.226246 -0.330364 3.283665
24 H -1.001487 -2.968795 -0.033400
25 H -2.329548 -2.048934 0.718109
26 H -1.442141 -3.313918 1.577325
27 H 1.714609 0.566751 1.211064

Forces on atoms 1 to 6 (eV/Å):
C 0.610 0.113 0.792
C 0.292 0.164 -0.842
N 0.401 -0.985 1.226
N -0.664 -0.731 0.722
C 0.659 0.034 0.918
N 0.431 0.522 0.111

Taken from the Löwdin analysis, the atomic charges in e are: -0.021 -0.358 0.069 0.056 -0.309 0.203 -0.165 -0.534 -0.049 -0.055 -0.079 -0.016 0.139 0.003 0.083 0.081 0.080 0.080 0.084 0.090 0.088 0.095 0.073 0.086 0.091 0.069 0.116

***

Formula: CH2N2O
Source: the Open Molecules 2025 dataset
Level of theory: ωB97M-V with the def2-TZVPD basis set

## Properties
* energy relative to the best compared isomer or geometry (same formula, charge and spin): 104.2 kcal per mole
* DFT total energy: -223.75196 Ha
* <S²>: 2.010
* E_LUMO (alpha / beta): 1.036 / -2.980 eV
* multiplicity: 3

CARTESIAN COORDINATES (ANGSTROEM)
1 C 0.337479 -0.359225 -0.471437
2 N -0.622908 -0.883567 0.532868
3 N -0.386199 0.360784 0.538918
4 O -0.733345 1.421893 0.932315
5 H 1.397604 -0.421917 -0.161840
6 H 0.007369 -0.117968 -1.370824

Cartesian forces, eV/Å:
C 1.889 -1.363 4.357
N -0.595 -3.875 -1.313
N 2.252 -0.365 1.107
O -1.991 5.173 1.115
H -0.451 -0.112 -0.912
H -1.105 0.543 -4.354

Taken from the Löwdin analysis, the atomic charges in e are: -0.010 0.112 -0.428 0.149 0.121 0.055

***

Formula: C4H6N2O
Source: the Open Molecules 2025 dataset
Level of theory: ωB97M-V with the def2-TZVPD basis set

## Properties
* energy relative to the best compared isomer or geometry (same formula, charge and spin): 110.8 kcal per mole
* DFT total energy: -340.61827 Ha
* E_LUMO: -0.578 eV

CARTESIAN COORDINATES (ANGSTROEM)
1 C -1.847847 1.160232 0.223657
2 C -1.228387 0.241303 -0.753175
3 N -0.887758 -0.181269 -1.806753
4 C -0.024191 -1.094243 0.052111
5 C 1.329470 -0.523308 0.253256
6 O 2.463489 -1.293188 0.329633
7 N 1.402456 0.738812 0.396787
8 H -2.478614 1.950021 -0.199703
9 H -1.003285 1.609249 0.748590
10 H -2.436397 0.552130 0.906244
11 H 0.007479 -1.994570 -0.571279
12 H 2.336271 -2.220162 0.086162
13 H 2.367314 1.054995 0.334469

Forces on atoms 1 to 6 (eV/Å):
C 0.105 -0.153 0.096
C 0.750 -0.654 -0.059
N 0.334 -0.028 1.140
C -0.151 0.353 -0.805
C -0.445 0.706 -0.334
O -0.362 -0.096 -0.042

Taken from the Löwdin analysis, the atomic charges in e are: -0.047 -0.359 0.200 0.120 -0.560 0.051 0.142 0.088 0.072 0.084 0.040 0.105 0.064